# 1
Molecular formula: C44H69AsGeNO5S2SiV
Method: DFT, the ωB97M-V functional and the def2-TZVPD basis

Cartesian coordinates (Å):
V (-0.6504, 0.5627, -0.7194)
O (-0.5193, -0.8199, 3.0933)
S (-0.5652, 0.0622, 4.3281)
C (-2.0616, 1.1112, 4.2447)
C (-3.4020, 0.4742, 4.5633)
C (-3.9849, -0.4573, 3.4810)
C (-4.5728, 0.2606, 2.2388)
S (-3.8051, -0.0465, 0.6086)
O (-2.3496, 0.3866, 0.7611)
C (-3.9548, -1.8288, 0.6818)
C (-5.1795, -2.3284, 0.2518)
C (-5.4262, -3.6929, 0.3245)
C (-4.4411, -4.5515, 0.8007)
C (-3.2224, -4.0415, 1.2349)
C (-2.9765, -2.6722, 1.1901)
C (-0.9487, -1.0067, 5.6904)
C (-1.3131, -2.3230, 5.4622)
C (-1.5903, -3.1337, 6.5556)
C (-1.4906, -2.6240, 7.8442)
C (-1.1084, -1.3042, 8.0544)
C (-0.8272, -0.4833, 6.9726)
H (-2.0296, 1.5159, 3.2313)
H (-1.8270, 1.9164, 4.9477)
H (-4.1141, 1.2805, 4.7571)
H (-3.3113, -0.0890, 5.4902)
H (-4.7852, -1.0418, 3.9338)
H (-3.2137, -1.1686, 3.1890)
H (-4.5658, 1.3488, 2.3428)
H (-5.6016, -0.0561, 2.0545)
H (-5.9452, -1.6571, -0.1309)
H (-6.3895, -4.0842, 0.0188)
H (-4.6262, -5.6185, 0.8502)
H (-2.4698, -4.7069, 1.6436)
H (-2.0738, -2.2714, 1.6379)
H (-1.3702, -2.7014, 4.4480)
H (-1.8759, -4.1669, 6.4017)
H (-1.7057, -3.2599, 8.6944)
H (-1.0162, -0.9151, 9.0604)
H (-0.5208, 0.5467, 7.1268)
O (1.2042, 0.9372, 0.8137)
H (1.1558, 0.4843, 1.6729)
H (1.5260, 1.8298, 1.0010)
O (-0.2114, -1.1200, 0.2986)
H (-0.3700, -0.8965, 1.2696)
H (-0.9055, -1.7671, 0.1046)
C (0.9893, 0.2736, -1.9471)
C (1.2046, 0.4440, -3.1572)
C (1.6589, 0.5603, -4.4871)
C (1.5310, -0.5273, -5.3692)
C (1.9614, -0.4134, -6.6746)
C (2.5227, 0.7825, -7.1164)
C (2.6931, 1.8523, -6.2408)
C (2.2734, 1.7440, -4.9312)
H (1.1155, -1.4600, -5.0100)
H (1.8735, -1.2541, -7.3517)
H (2.8410, 0.8776, -8.1471)
H (3.1653, 2.7643, -6.5840)
H (2.4299, 2.5624, -4.2385)
C (6.8197, 0.6169, 0.1920)
C (6.2952, -0.1435, -1.0247)
C (5.4318, 0.7169, -1.9531)
C (4.0600, 1.0982, -1.3729)
Ge (2.9020, -0.4886, -1.2845)
C (3.0110, -1.9985, -0.0234)
C (3.1199, -1.8250, 1.4884)
C (4.2451, -0.8789, 1.9098)
C (4.1918, -0.5038, 3.3873)
H (7.4865, -0.0108, 0.7845)
H (6.0177, 0.9564, 0.8508)
H (7.3861, 1.4950, -0.1267)
H (5.7208, -1.0214, -0.7006)
H (7.1436, -0.5244, -1.5937)
H (5.2885, 0.2009, -2.9071)
H (5.9744, 1.6414, -2.1748)
H (3.5473, 1.7937, -2.0417)
H (4.1632, 1.5718, -0.3938)
H (3.1805, -1.2422, -2.6130)
H (3.9465, -2.4324, -0.3965)
H (2.2152, -2.6872, -0.3143)
H (3.3284, -2.8127, 1.9116)
H (2.1727, -1.5092, 1.9339)
H (4.2059, 0.0263, 1.2947)
H (5.2068, -1.3523, 1.6982)
H (3.2250, -0.0660, 3.6546)
H (4.9700, 0.2183, 3.6387)
H (4.3376, -1.3830, 4.0190)
C (-0.1384, 3.5849, 1.9323)
Si (-0.0994, 3.8900, 0.0907)
C (1.6426, 4.1852, -0.5123)
C (-1.3214, 5.1616, -0.4572)
N (-0.6257, 2.3071, -0.7028)
C (-1.3014, 2.4577, -1.9582)
C (-0.6141, 2.9686, -3.0756)
C (-1.2569, 3.1013, -4.2859)
C (-2.5989, 2.7302, -4.4114)
C (-3.3024, 2.2872, -3.3046)
C (-2.6649, 2.1753, -2.0784)
H (0.8226, 3.7964, 2.4128)
H (-0.4253, 2.5571, 2.1515)
H (-0.8760, 4.2429, 2.4037)
H (2.2666, 4.5581, 0.3067)
H (1.6626, 4.9497, -1.2944)
H (2.1109, 3.2814, -0.9131)
H (-1.3320, 5.9908, 0.2573)
H (-2.3351, 4.7583, -0.5166)
H (-1.0643, 5.5743, -1.4353)
H (0.4167, 3.2819, -2.9527)
H (-0.7266, 3.5043, -5.1404)
H (-3.0945, 2.8267, -5.3705)
H (-4.3585, 2.0600, -3.3809)
H (-3.2204, 1.8964, -1.1954)
C (-3.1342, -3.0219, -2.6472)
As (-1.6740, -1.8319, -2.9296)
C (-1.8723, -1.1581, -4.7097)
C (-0.0915, -2.8931, -2.6933)
O (-1.7936, -0.5627, -1.8040)
H (-3.1785, -3.7129, -3.4911)
H (-4.0538, -2.4473, -2.5950)
H (-2.9928, -3.5813, -1.7262)
H (-1.5274, -1.9191, -5.4087)
H (-1.3054, -0.2403, -4.8388)
H (-2.9299, -0.9720, -4.8722)
H (-0.0569, -3.6144, -3.5112)
H (-0.1796, -3.4356, -1.7541)
H (0.8036, -2.2815, -2.6964)

Properties
Total charge = +3
HOMO-LUMO gap (spin up / spin down) = 6.60 / 7.08 eV
Max |F| = 1.13 eV/Å
2S+1 = 2
ΔE to the lowest compared entry with this formula, charge and spin = 0.0 kcal/mol

***

# 2
Molecular formula: C22H29NO4
Method: DFT, the ωB97M-V functional and the def2-TZVPD basis

Cartesian coordinates (Å):
C (-0.3597, 4.4217, -2.1347)
C (0.4898, 3.2891, -1.5525)
C (1.3590, 3.8465, -0.4233)
C (1.3701, 2.6915, -2.6543)
C (2.2549, 1.6005, -2.1149)
O (3.4277, 1.5067, -2.4963)
C (1.6683, 0.7030, -1.1451)
C (2.4783, -0.2435, -0.5461)
O (3.7416, -0.3875, -0.8824)
C (2.0468, -1.1484, 0.5656)
C (1.4708, -0.4119, 1.7476)
C (0.5087, -1.0217, 2.5418)
C (-0.0321, -0.3538, 3.6257)
C (0.3849, 0.9302, 3.9340)
C (1.3676, 1.5314, 3.1673)
C (1.9121, 0.8600, 2.0867)
C (0.2447, 0.8348, -0.8295)
N (-0.3802, -0.1946, -0.4317)
C (-1.7746, -0.1689, -0.1063)
C (-2.2607, -1.6057, 0.0818)
C (-2.1683, -2.3842, -1.2270)
C (-2.5203, -3.8641, -1.0903)
C (-1.4650, -4.6672, -0.3213)
C (-1.5039, -4.4570, 1.1682)
O (-0.5538, -4.1987, 1.8611)
O (-2.7282, -4.6371, 1.6807)
C (-0.4205, 2.1764, -1.0311)
H (-1.0370, 4.8141, -1.3792)
H (0.2754, 5.2345, -2.4796)
H (-0.9520, 4.0703, -2.9774)
H (2.0698, 4.5721, -0.8130)
H (0.7383, 4.3397, 0.3220)
H (1.9129, 3.0520, 0.0695)
H (0.7357, 2.2577, -3.4333)
H (2.0009, 3.4516, -3.1191)
H (3.9506, 0.2826, -1.6079)
H (1.2937, -1.8410, 0.1893)
H (2.9257, -1.7195, 0.8796)
H (0.1950, -2.0292, 2.3154)
H (-0.7845, -0.8362, 4.2332)
H (-0.0452, 1.4556, 4.7744)
H (1.7142, 2.5252, 3.4123)
H (2.6936, 1.3295, 1.5058)
H (-1.9239, 0.3972, 0.8232)
H (-2.3738, 0.3215, -0.8887)
H (-3.2907, -1.6006, 0.4448)
H (-1.6288, -2.0710, 0.8350)
H (-2.8474, -1.9313, -1.9541)
H (-1.1525, -2.2817, -1.6138)
H (-3.4857, -3.9731, -0.5936)
H (-2.6064, -4.2940, -2.0904)
H (-0.4628, -4.4253, -0.6764)
H (-1.6444, -5.7331, -0.4839)
H (-2.7115, -4.5130, 2.6424)
H (-1.2488, 2.0283, -1.7341)
H (-0.8686, 2.4698, -0.0760)

Properties
SMILES = CC1(C)CC(=O)C(=C(\O)Cc2ccccc2)/C(=N/CCCCCC(=O)O)C1
HOMO-LUMO gap = 9.24 eV
Max |F| = 0.64 eV/Å
ΔE to the lowest compared entry with this formula, charge and spin = 22.3 kcal/mol

***

# 3
Molecular formula: C22H35Ge2NO5Ti
Method: DFT, the ωB97M-V functional and the def2-TZVPD basis

Cartesian coordinates (Å):
Ti (-0.3929, -1.3723, -0.9287)
O (-0.0605, -3.5355, -0.2230)
C (-0.8821, -4.4500, -0.9681)
C (-2.2017, -3.7658, -1.3104)
N (-1.9297, -2.5058, -2.0117)
C (-1.4072, -2.7035, -3.3652)
C (0.1530, -2.7177, -3.3414)
O (0.7593, -3.2857, -4.2189)
O (0.6659, -2.1014, -2.3147)
C (-2.9370, -1.4543, -1.7809)
C (-2.3701, -0.6270, -0.6301)
O (-2.5261, 0.5930, -0.4614)
O (-1.8427, -1.4076, 0.3566)
H (0.7813, -3.4235, -0.6924)
H (-1.0680, -5.3312, -0.3538)
H (-0.3737, -4.7679, -1.8802)
H (-2.7170, -3.5359, -0.3802)
H (-2.8308, -4.4367, -1.9065)
H (-1.6989, -1.8772, -4.0140)
H (-1.7577, -3.6313, -3.8201)
H (-3.9185, -1.8722, -1.5227)
H (-3.0515, -0.8083, -2.6473)
C (-3.1149, -0.3472, 4.1070)
C (-3.0136, 0.0762, 2.6397)
Ge (-1.2206, -0.2056, 1.8308)
C (-0.2168, -1.6949, 2.7209)
C (1.2794, -1.7615, 2.4111)
C (-0.3300, 1.5181, 1.6232)
C (0.6908, 1.8726, 0.8310)
Ge (1.1970, 0.5394, -0.6113)
C (0.9493, 1.4439, -2.4168)
C (-0.4333, 1.1137, -2.9981)
C (3.1835, 0.2408, -0.4598)
C (4.0991, 1.4409, -0.7021)
C (1.3039, 3.2095, 1.0312)
C (1.3250, 3.8129, 2.2948)
C (1.8585, 5.0776, 2.4763)
C (2.3926, 5.7743, 1.4019)
C (2.4146, 5.1783, 0.1513)
C (1.8898, 3.9076, -0.0253)
H (-4.1142, -0.1449, 4.4952)
H (-2.3961, 0.1934, 4.7255)
H (-2.9195, -1.4150, 4.2193)
H (-3.2556, 1.1334, 2.5197)
H (-3.7282, -0.4816, 2.0326)
H (-0.7144, -2.6125, 2.4030)
H (-0.3597, -1.5918, 3.7987)
H (1.4580, -1.7934, 1.3374)
H (1.7224, -2.6560, 2.8543)
H (1.8050, -0.8912, 2.8064)
H (-0.7663, 2.2192, 2.3380)
H (1.7290, 1.0543, -3.0776)
H (1.0476, 2.5275, -2.4066)
H (-0.5835, 0.0289, -3.0414)
H (-0.5455, 1.4906, -4.0180)
H (-1.2234, 1.5477, -2.3845)
H (3.4017, -0.5417, -1.1943)
H (3.3994, -0.1858, 0.5236)
H (3.9144, 1.8907, -1.6804)
H (5.1489, 1.1380, -0.6693)
H (3.9470, 2.2082, 0.0568)
H (0.9366, 3.2748, 3.1497)
H (1.8654, 5.5185, 3.4655)
H (2.7998, 6.7674, 1.5431)
H (2.8505, 5.7004, -0.6914)
H (1.9330, 3.4419, -0.9964)

Properties
HOMO-LUMO gap (spin up / spin down) = 7.25 / 7.81 eV
Max |F| = 2.28 eV/Å
2S+1 = 3
ΔE to the lowest compared entry with this formula, charge and spin = 0.0 kcal/mol

***

> What is the max |F| in the first record?

1.13 eV/Å